Computed, not measured: a cluster of 11 separate species, C16H11Br2Cl40FN2O2S in total in a non-equilibrium geometry, with ωB97M-V/def2-TZVPD.

Properties
orbital gap: 9.863 eV
structure (SMILES): CC(C)=NN([C@@H](Br)[C@@H](C)Br)S(=O)(=O)F.ClC(Cl)(Cl)Cl.ClC(Cl)(Cl)Cl.ClC(Cl)(Cl)Cl.ClC(Cl)(Cl)Cl.ClC(Cl)(Cl)Cl.ClC(Cl)(Cl)Cl.ClC(Cl)(Cl)Cl.ClC(Cl)(Cl)Cl.ClC(Cl)(Cl)Cl.ClC(Cl)(Cl)Cl
relative energy (zero: lowest compared OMol25 entry of this formula, charge and spin): 0.0 kcal/mol
HOMO energy: -9.812 eV

ORCA input file:
```
! RIJCOSX wB97M-V def2-TZVPD def2/J DEFGRID3
* xyz 0 1
C -1.5948 -0.8766 -1.7924
C -0.4094 -0.0234 -2.1258
C 0.1885 -0.1310 -3.4904
N 0.1478 0.8123 -1.3245
N 0.1482 0.3012 0.0478
C 1.4647 -0.2752 0.2710
Br 2.9281 1.0465 0.3520
C 1.4782 -1.1795 1.5016
C 0.4232 -2.2788 1.4234
Br 3.2414 -2.0396 1.5645
S -0.3234 1.6378 0.9891
O 0.1287 2.8674 0.4666
O -1.7137 1.4633 1.1958
F 0.3824 1.3782 2.3520
H -2.5056 -0.3644 -2.1064
H -1.6609 -1.0607 -0.7224
H -1.5395 -1.8306 -2.3188
H 0.8480 0.7167 -3.6657
H 0.7949 -1.0423 -3.4800
H -0.5543 -0.2465 -4.2793
H 1.7073 -0.8790 -0.5986
H 1.3860 -0.6479 2.4405
H 0.7304 -3.0904 2.0817
H 0.3143 -2.6924 0.4213
H -0.5285 -1.9146 1.8146
C -3.7475 -1.0244 3.8477
Cl -3.5768 -2.6616 3.1933
Cl -5.0160 -0.1723 2.9667
Cl -4.1635 -1.1198 5.5617
Cl -2.2340 -0.1466 3.6434
C -7.2420 2.7578 0.9068
Cl -7.3919 1.0658 1.3886
Cl -8.8196 3.5410 1.0027
Cl -6.1043 3.5765 1.9820
Cl -6.6315 2.8346 -0.7482
C 4.2573 1.0114 -4.4594
Cl 4.0820 -0.6801 -4.9532
Cl 3.2021 2.0225 -5.4557
Cl 3.8026 1.1749 -2.7648
Cl 5.9350 1.5156 -4.6750
C 6.2631 -4.7783 2.0762
Cl 6.1905 -3.1112 1.4847
Cl 4.6417 -5.4788 2.0823
Cl 7.3084 -5.7299 1.0179
Cl 6.9064 -4.7845 3.7160
C 8.0047 1.1396 -0.8271
Cl 7.6062 -0.4597 -0.1864
Cl 6.5631 2.1591 -0.8401
Cl 9.2445 1.8835 0.1880
Cl 8.6218 0.9720 -2.4736
C 5.3008 -4.5454 7.3890
Cl 6.9094 -5.2565 7.1971
Cl 5.4544 -2.8004 7.6057
Cl 4.3343 -4.8756 5.9511
Cl 4.5173 -5.2504 8.8055
C -11.5445 2.3513 -2.0949
Cl -12.5611 1.6626 -0.8257
Cl -9.8452 2.0840 -1.6994
Cl -11.9260 1.5815 -3.6379
Cl -11.8468 4.0883 -2.2115
C 12.2353 1.5576 -4.5581
Cl 13.5067 0.3358 -4.6286
Cl 12.5109 2.7709 -5.8098
Cl 10.6665 0.7869 -4.8211
Cl 12.2436 2.3307 -2.9713
C -4.0633 5.3587 -2.9125
Cl -4.0166 3.6992 -3.5306
Cl -5.2657 6.2834 -3.8182
Cl -4.5044 5.3277 -1.2078
Cl -2.4757 6.1019 -3.1077
C -10.5646 -1.7497 2.4381
Cl -10.4041 -0.5050 1.1991
Cl -9.3538 -3.0080 2.1661
Cl -10.3115 -1.0274 4.0299
Cl -12.1802 -2.4594 2.3614
*
```


Computed, not measured: a structure of composition C16H11N4OS5W, with ωB97M-V/def2-TZVPD.

Properties
orbital gap (alpha / beta): 6.267 / 7.022 eV
relative energy (zero: lowest compared OMol25 entry of this formula, charge and spin): 0.0 kcal/mol
⟨S²⟩: 2.020
HOMO energy (alpha / beta): -10.900 / -11.865 eV

ORCA input file:
```
! RIJCOSX wB97M-V def2-TZVPD def2/J DEFGRID3
* xyz 1 3
W 0.3913 1.3598 1.5051
N -3.8430 0.0848 1.6653
C -2.5396 0.2724 1.4537
S -1.7181 1.3519 2.5913
N -1.9745 -0.3542 0.4627
N -0.6438 -0.1038 0.3246
C -0.0212 -0.6721 -0.6632
C -0.6793 -1.5851 -1.6161
C -0.7708 -1.2417 -2.9615
C -1.3826 -2.1104 -3.8515
C -1.8823 -3.3254 -3.4045
C -1.7828 -3.6701 -2.0628
C -1.1925 -2.7981 -1.1637
C 1.4102 -0.3752 -0.7800
C 2.2106 -0.9765 -1.7345
C 3.5612 -0.6559 -1.7740
C 4.0704 0.2505 -0.8630
C 3.2126 0.8166 0.0646
N 1.9122 0.5143 0.1031
H -4.3204 0.5547 2.4128
H -4.3582 -0.5233 1.0498
H -0.3745 -0.2942 -3.3100
H -1.4680 -1.8386 -4.8954
H -2.3511 -4.0060 -4.1026
H -2.1717 -4.6185 -1.7163
H -1.1295 -3.0516 -0.1130
H 1.7827 -1.6907 -2.4230
H 4.2060 -1.1162 -2.5111
H 5.1153 0.5265 -0.8588
H 3.5582 1.5348 0.7946
O -1.2407 4.9169 5.4789
C -0.5670 4.3305 4.6949
S 0.3151 2.8277 5.0750
C 1.0646 2.6276 3.5083
C 0.7567 3.5760 2.5404
S 1.2239 3.4468 0.8689
S -0.3395 4.8525 3.0066
S 1.9601 1.1632 3.2044
*
```


Computed, not measured: a structure of composition C16H12AuN3O2Se2Te2 in a non-equilibrium geometry, with ωB97M-V/def2-TZVPD.

Properties
orbital gap: 4.812 eV
relative energy (zero: lowest compared OMol25 entry of this formula, charge and spin): 18.7 kcal/mol
HOMO energy: -6.919 eV

ORCA input file:
```
! RIJCOSX wB97M-V def2-TZVPD def2/J DEFGRID3
* xyz 0 1
Au 0.2726 0.0005 0.1346
Se 2.6788 -0.2258 0.4308
Te 3.8372 1.9616 0.3898
Te 1.8056 3.7545 0.2629
Se -0.1963 2.3659 0.5302
C 0.8955 -5.7860 5.8254
O -0.2077 -4.9114 5.6263
C -1.0468 -5.2130 4.5988
C -1.0466 -6.4324 3.9431
C -1.9387 -6.6437 2.8919
C -2.7845 -5.6454 2.4657
C -2.8164 -4.4372 3.1656
C -1.9623 -4.2274 4.2300
N -3.7010 -5.9885 1.3746
N -4.0378 -5.1463 0.5186
C -3.3399 -3.8648 0.3861
C -4.1438 -2.7723 0.2654
C -3.6443 -1.4562 0.1846
C -2.2952 -1.2259 0.1226
O -1.7743 -0.0136 -0.0392
C -1.4463 -2.3681 0.1648
N -0.0995 -2.1123 0.0789
C 0.7696 -3.0979 0.0475
C 0.3506 -4.4379 0.0661
C -0.9793 -4.7227 0.1596
C -1.9373 -3.6845 0.2701
H 1.5573 -5.2924 6.5293
H 1.4285 -5.9640 4.8902
H 0.5738 -6.7409 6.2460
H -0.3780 -7.2276 4.2435
H -1.9566 -7.5983 2.3786
H -3.5250 -3.6693 2.8867
H -1.9778 -3.2978 4.7867
H -5.2160 -2.9387 0.2940
H -4.3140 -0.6071 0.1397
H 1.8163 -2.8367 -0.0309
H 1.0851 -5.2266 -0.0111
H -1.3066 -5.7507 0.1209
*
```


Computed, not measured: a structure of composition C16H12BiN2O6 in a non-equilibrium geometry, with ωB97M-V/def2-TZVPD.

Properties
orbital gap: 3.867 eV
relative energy (zero: lowest compared OMol25 entry of this formula, charge and spin): 125.8 kcal/mol
HOMO energy: -17.070 eV

ORCA input file:
```
! RIJCOSX wB97M-V def2-TZVPD def2/J DEFGRID3
* xyz 3 1
O -0.0729 3.3373 -4.6736
C -0.0737 2.2589 -4.2886
Bi -0.0734 -0.1602 -3.3832
O -0.0733 -1.6538 -6.3228
C -0.0739 -1.1344 -5.2839
C -0.0704 -2.3656 -2.6264
O -0.0740 -3.4256 -2.2399
C -2.1283 -0.4104 -3.3033
O -3.2903 -0.5601 -3.2740
C 1.9801 -0.4166 -3.3040
O 3.1449 -0.5597 -3.2780
C 1.2307 0.7795 3.2241
N 1.2407 0.7548 1.7800
N 0.2054 0.3687 1.0188
C 0.6130 0.3883 -0.2798
O -0.2007 0.0447 -1.1666
C 1.9523 0.8030 -0.3158
C 2.3079 1.0090 0.9911
C 3.6518 1.4122 1.4626
C -1.1159 -0.1494 1.4380
C -1.7667 0.3559 2.5767
C -3.0080 -0.1702 2.9789
C -3.6294 -1.1854 2.2417
C -3.0006 -1.6764 1.0952
C -1.7588 -1.1684 0.6954
H 0.5950 1.5840 3.6054
H 2.2407 0.9789 3.5846
H 0.9114 -0.1894 3.6343
H 2.5757 0.9005 -1.2114
H 3.5883 2.3585 1.9946
H 4.0667 0.6346 2.1015
H 4.3089 1.5366 0.6004
H -1.3413 1.1504 3.1709
H -3.4947 0.2204 3.8698
H -4.5923 -1.5896 2.5584
H -3.4692 -2.4702 0.5176
H -1.3057 -1.5911 -0.1888
*
```


Computed, not measured: a structure of composition C16H12BrI3N4O4Zr, with ωB97M-V/def2-TZVPD.

Properties
orbital gap: 7.223 eV
relative energy (zero: lowest compared OMol25 entry of this formula, charge and spin): 2.2 kcal/mol
HOMO energy: -14.356 eV

ORCA input file:
```
! RIJCOSX wB97M-V def2-TZVPD def2/J DEFGRID3
* xyz 2 1
Zr -0.3544 -0.2182 -0.1304
I 0.0882 2.0599 2.4481
C 0.6625 0.2655 3.4222
I -0.5591 -1.3387 2.7721
H 0.5310 0.3951 4.4896
H 1.6854 0.0404 3.1421
Br -1.3808 2.0012 -2.8095
C 0.3021 2.4043 -2.0793
C 1.0393 3.4850 -2.5361
C 2.3019 3.6840 -2.0026
C 2.8016 2.7932 -1.0537
C 2.0003 1.7500 -0.6612
N 0.7492 1.5672 -1.1477
C 2.4511 0.7038 0.3278
O 3.4867 0.7598 0.9114
O 1.5397 -0.2700 0.4628
H 0.6342 4.1398 -3.2939
H 2.9014 4.5193 -2.3400
H 3.7904 2.8894 -0.6268
O -2.2091 -3.6268 -1.5217
C -1.4316 -2.7356 -1.4075
O -1.3757 -1.9120 -0.3389
C -0.4007 -2.3520 -2.4233
C -0.1623 -3.1285 -3.5337
C 0.8348 -2.7282 -4.4131
C 1.5431 -1.5697 -4.1359
C 1.2325 -0.8402 -3.0031
N 0.2689 -1.2140 -2.1487
H -0.7487 -4.0250 -3.6802
H 1.0605 -3.3139 -5.2941
H 2.3348 -1.2259 -4.7861
H 1.7782 0.0622 -2.7709
I -5.6121 3.3687 0.8835
C -4.3317 1.8003 0.5577
C -4.6486 0.4523 0.4440
N -3.5166 -0.2141 0.2318
N -2.4461 0.6184 0.2023
C -2.9547 1.8465 0.4029
H -5.5974 -0.0570 0.5012
H -3.3698 -1.2098 0.1267
H -2.3128 2.7119 0.4166
*
```


Computed, not measured: a structure of composition C16H12BrN2O8OsP2, with ωB97M-V/def2-TZVPD.

Properties
orbital gap (alpha / beta): 6.922 / 6.104 eV
⟨S²⟩: 6.018
HOMO energy (alpha / beta): -11.749 / -11.972 eV

ORCA input file:
```
! RIJCOSX wB97M-V def2-TZVPD def2/J DEFGRID3
* xyz 1 5
Os 0.1263 -0.2717 -0.0264
Br -0.3146 1.0532 7.2395
C 0.1116 0.6116 5.4605
C 1.1573 -0.2800 5.1929
C 1.4819 -0.6132 3.8974
C 0.7679 -0.0786 2.8265
O 1.1302 -0.4372 1.6003
C -0.2863 0.8291 3.0881
C -1.0520 1.4712 2.0774
N -0.9607 1.2778 0.7928
C -1.7884 1.9634 -0.1471
C -2.5712 3.0564 0.1109
C -3.3729 3.6137 -0.9046
C -3.3794 3.0876 -2.1652
C -2.5610 1.9772 -2.4698
C -2.4893 1.3814 -3.7506
C -1.6549 0.3194 -3.9705
C -0.8735 -0.1666 -2.9182
N -0.9279 0.3700 -1.7074
C -1.7621 1.4294 -1.4552
C -0.5937 1.1616 4.4255
H 1.7133 -0.7101 6.0149
H 2.2870 -1.3024 3.6836
H -1.7859 2.1889 2.4326
H -2.5866 3.5177 1.0887
H -3.9863 4.4723 -0.6709
H -3.9976 3.5164 -2.9425
H -3.1006 1.7783 -4.5513
H -1.5807 -0.1552 -4.9375
H -0.1935 -0.9987 -3.0581
H -1.3983 1.8570 4.6279
O 1.9652 -3.7718 -0.2297
P 1.0228 -3.1095 -1.3059
O 1.2783 -3.4165 -2.7029
O 1.1426 -1.5352 -1.0097
O -0.4392 -3.4514 -0.8171
P -1.3198 -3.1595 0.5263
O -0.3319 -3.5104 1.7192
O -2.5715 -3.8917 0.4767
O -1.3542 -1.6054 0.5611
H 2.6984 -4.2600 -0.6274
H -0.4419 -4.4115 2.0492
*
```